Record 1
Molecular formula: C30H57IrN2O7P2SSb2
Method: DFT, ωB97M-V with the def2-TZVPD basis set

Properties
HOMO energy (alpha / beta) in eV: -15.287 / -15.713
Kohn-Sham gap (alpha / beta) in eV: 8.5 / 5.1
Net charge: +3
2S+1: 6
LUMO (alpha / beta) in hartree: -0.2476 / -0.3900

Positions of all 102 atoms, in Å:
Ir -0.8740 -1.0656 0.0734
C 0.4057 -3.1295 6.8663
Sb -0.0047 -1.6311 5.4346
C -2.0959 -1.8370 5.1871
C 0.6874 -2.5516 3.4933
C 2.0907 -2.9495 3.5177
C 2.4068 -4.2366 3.9854
C 3.7142 -4.6787 4.0454
C 4.7342 -3.8296 3.6418
C 4.4370 -2.5538 3.1686
C 3.1325 -2.0858 3.1094
C 2.8882 -0.7053 2.5924
Sb 2.4128 -0.7971 0.4392
C 3.5240 -2.4698 -0.2240
C 3.7134 0.7084 -0.3062
H -0.1534 -4.0188 6.5746
H 0.0574 -2.7753 7.8365
H 1.4736 -3.3293 6.9097
H -2.3813 -2.8366 5.5141
H -2.3303 -1.6901 4.1331
H -2.6191 -1.0925 5.7867
H 0.3753 -1.8123 2.7610
H -0.0213 -3.3863 3.5387
H 1.6012 -4.8972 4.2912
H 3.9405 -5.6739 4.4051
H 5.7647 -4.1576 3.6945
H 5.2463 -1.9010 2.8567
H 3.7931 -0.0972 2.5579
H 2.0687 -0.1516 3.0483
H 4.5737 -2.2421 -0.0285
H 3.3547 -2.5701 -1.2950
H 3.2124 -3.3708 0.2976
H 4.6532 0.5602 0.2287
H 3.3367 1.7143 -0.1251
H 3.8783 0.5394 -1.3704
C 1.4055 -0.4797 -6.4766
C 1.5526 0.5872 -5.4257
C 2.8457 1.3601 -5.5032
O 1.5215 -0.1146 -4.1016
P 0.6118 0.2878 -2.9191
O 0.6822 -0.7889 -1.8639
C 1.0818 1.8871 -2.2502
P 0.2195 2.2716 -0.7015
O -0.0027 1.0524 0.1468
O 1.2062 3.2965 -0.0685
C 0.9602 3.9426 1.2479
C 1.6422 3.1139 2.3141
C 1.4816 5.3493 1.1372
O -1.1416 2.9557 -1.0130
C -1.2610 4.2427 -1.7631
C -1.9307 3.9479 -3.0814
C -2.0384 5.1941 -0.8900
O -0.8289 0.6338 -3.4155
C -1.8901 -0.3760 -3.5999
C -2.6072 -0.0694 -4.8887
C -2.7599 -0.2551 -2.3728
H 1.4112 -0.0170 -7.4643
H 0.4709 -1.0304 -6.3605
H 2.2373 -1.1841 -6.4208
H 0.6942 1.2629 -5.4536
H 3.6999 0.6826 -5.4429
H 2.9265 2.1026 -4.7064
H 2.8944 1.8864 -6.4573
H 0.8449 2.6572 -2.9914
H 2.1543 1.9179 -2.0479
H -0.1190 3.9495 1.4120
H 2.7244 3.1129 2.1597
H 1.2693 2.0865 2.3025
H 1.4405 3.5462 3.2947
H 2.5527 5.3440 0.9269
H 1.3176 5.8745 2.0793
H 0.9722 5.9005 0.3465
H -0.2492 4.6249 -1.9214
H -2.9614 3.6265 -2.9182
H -1.4088 3.1695 -3.6390
H -1.9484 4.8540 -3.6871
H -3.0083 4.7631 -0.6354
H -2.2080 6.1257 -1.4316
H -1.5051 5.4318 0.0306
H -1.4203 -1.3599 -3.6486
H -3.0065 0.9464 -4.8687
H -3.4358 -0.7650 -5.0245
H -1.9378 -0.1668 -5.7438
H -3.1691 0.7535 -2.2872
H -2.1537 -0.4076 -1.4555
H -3.5644 -0.9896 -2.3690
O 0.5271 -3.1018 -0.5983
H 0.1123 -3.9685 -0.4941
H 0.6642 -2.9690 -1.5466
C -6.9879 -2.5391 1.5555
C -5.6917 -1.8294 1.3381
C -5.6226 -0.4648 1.0632
C -4.3809 0.0858 0.8449
N -3.2704 -0.6581 0.8960
C -3.4421 -1.9518 1.1683
S -1.9065 -2.8307 1.1670
N -4.5732 -2.5760 1.4004
H -7.8293 -1.8514 1.5836
H -6.9483 -3.1100 2.4835
H -7.1423 -3.2589 0.7493
H -6.5148 0.1445 1.0254
H -4.2551 1.1426 0.6354

Here are the Löwdin charges for atoms 1 to 8, given in e: atom 1 (Ir): 0.99, atom 2 (C): -0.28, atom 3 (Sb): 1.58, atom 4 (C): -0.29, atom 5 (C): -0.28, atom 6 (C): -0.30, atom 7 (C): -0.03, atom 8 (C): -0.03

---

Record 2
Molecular formula: C3H11NO2
Method: DFT, ωB97M-V with the def2-TZVPD basis set

Properties
HOMO energy in eV: -9.097
SMILES: CCNCO.O
Kohn-Sham gap in eV: 9.9
Net charge: 0
2S+1: 1
LUMO in hartree: 0.0297

Positions of all 17 atoms, in Å:
C 0.2001 -1.2310 -0.1245
C 1.1072 -0.1405 -0.8010
N 0.1607 0.9154 -1.2817
C 0.0199 2.0000 -0.3368
O -1.2078 1.7447 0.4797
H 0.7944 -1.9888 0.3627
H -0.4960 -1.5688 -0.8818
H -0.2396 -0.6923 0.7162
H 1.7346 0.3596 -0.0552
H 1.6731 -0.4088 -1.7583
H -0.7800 0.5449 -1.3636
H -0.1462 2.9210 -0.8854
H 0.8879 2.1588 0.2942
H -1.9028 2.2985 0.1006
O -0.5726 -2.5810 2.1387
H -0.3311 -1.6497 2.1581
H -0.9017 -2.6821 1.2382

Here are the Löwdin charges for atoms 1 to 8, given in e: atom 1 (C): -0.10, atom 2 (C): -0.22, atom 3 (N): -0.09, atom 4 (C): -0.25, atom 5 (O): -0.09, atom 6 (H): 0.07, atom 7 (H): 0.09, atom 8 (H): 0.06

---

Record 3
Molecular formula: C17H47N9O7
Method: DFT, ωB97M-V with the def2-TZVPD basis set

Properties
HOMO energy (alpha / beta) in eV: -11.241 / -11.241
Kohn-Sham gap (alpha / beta) in eV: 9.1 / 4.0
Net charge: +1
2S+1: 2
LUMO (alpha / beta) in hartree: -0.0800 / -0.2669

Positions of all 80 atoms, in Å:
C 1.5178 1.7870 -1.0486
C 1.8672 2.2524 -2.4877
C 3.2716 2.8011 -2.5632
C 4.3925 1.7433 -2.6231
C 4.0965 0.7898 -3.7707
C 2.7087 0.0854 -3.6745
N 1.7016 1.1848 -3.5483
O 0.3648 0.7021 -3.6342
C 2.5502 -0.6962 -4.9813
C 2.7111 -0.9662 -2.5946
C 0.9059 3.3978 -2.8708
H 1.3153 2.5976 -0.3487
H 2.2991 1.0968 -0.7304
H 0.5323 1.3231 -1.0078
H 3.3774 3.4522 -3.4310
H 3.4851 3.4457 -1.7105
H 4.4860 1.3963 -1.5940
H 5.3707 2.2012 -2.7696
H 4.8777 0.0299 -3.7863
H 4.0419 1.3174 -4.7229
H 1.6230 -1.2472 -5.1388
H 2.5412 0.0622 -5.7642
H 3.3720 -1.3959 -5.1339
H 3.0329 -0.6296 -1.6091
H 1.7088 -1.3823 -2.4928
H 3.4359 -1.7618 -2.7675
H -0.1354 3.1201 -3.0344
H 1.2485 3.9065 -3.7719
H 1.0202 4.1515 -2.0917
H 0.2436 0.3723 -2.7409
C -2.7691 1.8014 4.1451
O -2.7085 2.9743 3.9652
N -3.1920 0.8788 3.3133
N -2.5814 1.3446 5.3632
H -3.4084 1.1144 2.3553
H -3.2979 -0.0859 3.5930
H -2.2435 1.9324 6.1118
H -2.6646 0.3648 5.5936
C -3.9402 -2.6741 2.5823
O -3.3242 -1.9821 3.3622
N -4.7030 -3.6532 2.9203
N -3.8839 -2.5438 1.2969
H -5.4409 -4.0147 2.3329
H -4.9211 -3.8108 3.8938
H -4.5513 -3.0840 0.7650
H -3.2946 -1.8914 0.7997
C -3.7794 -0.2264 -2.3485
O -4.5435 -0.4734 -3.2480
N -2.5698 -0.5934 -2.3442
N -4.1346 0.2862 -1.1715
H -2.2501 -1.1175 -3.1463
H -1.9791 -0.5946 -1.5249
H -5.0640 0.6584 -1.0380
H -3.4333 0.6727 -0.5560
C -1.5331 3.5135 0.7183
O -1.8122 2.3021 0.7906
N -1.2705 4.1188 -0.3981
N -1.4275 4.2872 1.7913
H -1.5032 3.6790 -1.2771
H -1.0333 5.0948 -0.5040
H -1.6293 4.0647 2.7556
H -1.3485 5.2649 1.5504
C 0.1833 -2.3890 0.7986
C -0.4606 -1.0720 1.2253
O -1.2718 -0.4738 0.2138
H -0.5966 -3.0721 0.4620
H 0.7734 -2.8878 1.5674
H 0.8691 -2.2580 -0.0385
H 0.3225 -0.3564 1.4756
H -1.0141 -1.2772 2.1416
H -1.4541 0.4317 0.4752
C 2.6861 -4.0127 3.2316
C 2.8205 -4.8050 4.5348
O 2.7012 -3.9187 5.5989
H 1.6228 -3.8257 3.0812
H 3.0908 -4.5421 2.3690
H 3.1863 -3.0461 3.2915
H 3.7500 -5.3663 4.6302
H 2.0333 -5.5590 4.5328
H 3.0295 -4.3150 6.4093

Here are the Löwdin charges for atoms 1 to 8, given in e: atom 1 (C): 0.03, atom 2 (C): -0.44, atom 3 (C): -0.14, atom 4 (C): -0.15, atom 5 (C): -0.11, atom 6 (C): -0.47, atom 7 (N): 0.16, atom 8 (O): 0.10

---

| no. | electronic energy (eV) |
| --- | --- |
| 1 | -94652.3779 |
| 2 | -8873.0910 |
| 3 | -46128.4633 |